[1]
Formula: C22H49N3O12P3S
Source: the OMol25 dataset
Level of theory: ωB97M-V/def2-TZVPD

```
! RIJCOSX wB97M-V def2-TZVPD def2/J DEFGRID3
* xyz 1 1
S -3.416 -2.355 0.732
P 1.753 1.882 3.784
P 4.499 -5.036 -5.841
P -5.469 4.473 2.434
O 4.307 -4.995 -4.319
O -3.937 4.899 2.893
O 2.898 -4.894 -6.239
O 1.817 1.821 2.252
O 1.675 2.080 5.483
O 0.269 1.131 3.898
O 2.682 0.543 4.070
O 4.822 -5.020 -7.523
O -5.748 6.139 2.147
O 4.588 -6.696 -5.935
O -5.291 2.958 2.602
O -6.199 4.701 3.914
N 0.194 -3.310 -2.906
N -1.684 -0.688 -1.063
N -0.759 -1.604 -1.617
C 6.199 -5.033 -7.920
C -8.145 6.441 2.606
C -7.017 6.498 1.589
C -2.539 -1.511 -0.397
C -2.884 4.755 1.954
C -0.675 1.274 2.842
C 1.186 -2.803 -1.961
C 6.843 -6.401 -7.767
C -1.003 -2.547 -2.665
C 4.677 1.416 5.146
C -2.945 5.829 0.883
C 0.601 -1.656 -1.101
C -6.976 3.651 4.489
C -0.513 3.136 5.872
C 4.094 0.663 3.965
C -0.604 0.100 1.880
C 2.744 -2.740 -7.345
C 2.300 -3.610 -6.184
C 5.106 -7.441 -4.832
C -6.154 2.834 5.472
C 0.999 3.246 5.971
C 3.988 -7.954 -3.941
H 6.753 -4.276 -7.357
H 7.075 -6.604 -6.719
H 1.279 3.354 7.021
H 5.659 -8.291 -5.241
H -2.061 5.787 0.243
H 0.393 -4.066 -3.581
H 4.361 1.149 3.020
H -9.026 6.971 2.238
H -7.813 4.114 5.017
H -1.003 -0.802 2.356
H 2.260 -3.174 -1.822
H 1.361 4.131 5.440
H -0.534 2.224 2.322
H -3.012 6.823 1.332
H -6.686 1.928 5.763
H -7.235 5.860 0.728
H -5.178 2.556 5.067
H -7.409 3.019 3.711
H 1.217 -3.757 -6.235
H -1.978 -2.698 -3.232
H 2.182 -1.805 -7.365
H -1.671 1.310 3.292
H -3.829 5.698 0.252
H -8.445 5.407 2.792
H -5.954 3.422 6.374
H -0.846 3.293 4.842
H 1.107 -1.037 -0.290
H 2.603 -3.260 -8.296
H -1.945 4.847 2.507
H 4.333 0.986 6.090
H 7.784 -6.451 -8.321
H 2.528 -3.131 -5.225
H 6.181 -7.194 -8.122
H 5.825 -6.845 -4.266
H 3.807 -2.498 -7.264
H 5.768 1.389 5.121
H 6.224 -4.745 -8.973
H 4.388 -8.354 -3.009
H 3.437 -8.752 -4.450
H -0.862 2.150 6.188
H 0.425 -0.135 1.596
H -0.999 3.897 6.486
H -1.184 0.293 0.980
H 3.255 -7.179 -3.706
H -7.842 6.878 3.561
H 4.361 2.463 5.133
H -6.920 7.524 1.225
H -2.912 3.755 1.508
H 4.502 -0.351 3.944
*
```

Output
HOMO level = -11.5999 eV
orbital gap = 0.2626 hartree
LUMO energy = -4.46 eV

***

[2]
Formula: C31H39AsCoN6O6PS6
Source: the OMol25 dataset
Level of theory: ωB97M-V/def2-TZVPD

```
! RIJCOSX wB97M-V def2-TZVPD def2/J DEFGRID3
* xyz -2 1
As -1.758 -4.558 -0.105
Co -0.609 -1.762 -1.549
S -2.747 0.685 -2.357
S -2.542 -6.164 -1.184
S -2.583 -2.585 -0.751
S 0.173 -3.776 -0.851
S -1.613 -4.876 1.994
S -0.117 -2.123 -7.015
P 0.235 -0.538 1.517
O -3.744 -0.311 -2.091
O 0.578 -0.532 -6.815
O 1.013 -2.860 -7.565
O -0.217 -0.785 0.127
O -0.790 -2.396 -3.361
O -2.965 1.565 -3.483
N 1.394 -1.557 2.075
N 0.938 0.961 1.624
N -0.346 -2.565 -5.517
N 1.440 -1.328 -2.022
N -1.264 0.073 -2.352
N -0.962 -0.504 2.635
C 1.220 -2.475 3.209
C -2.572 3.879 0.158
C -3.109 1.163 0.316
C 1.758 -0.038 -2.126
C -2.090 -1.449 2.684
C 3.485 -2.554 2.249
C -2.534 3.096 -0.991
C 3.845 -0.562 -3.144
C -2.906 4.156 2.645
C -0.248 -0.344 -4.533
C 2.934 0.395 -2.726
C 2.626 -3.082 3.415
C 3.532 -1.904 -2.985
C 2.297 1.250 2.073
C 0.348 0.185 -5.695
C -0.951 0.388 3.796
C 2.419 2.786 1.949
C 0.998 3.278 1.642
C -3.156 1.953 1.452
C 2.297 -2.249 -2.465
C 0.389 2.099 0.896
C -2.793 1.738 -0.907
C 0.486 2.353 -4.683
C -0.121 1.870 -3.540
C -0.475 0.522 -3.443
C 2.458 -2.088 1.223
C -2.197 -0.022 4.591
C -2.880 3.319 1.393
C -2.434 -1.472 4.166
C -0.503 -1.813 -4.440
C 0.730 1.520 -5.756
H 4.214 -2.683 -3.296
H -2.779 5.214 2.416
H -2.927 -1.093 2.080
H 3.088 1.448 -2.919
H 0.704 2.108 -0.156
H -0.698 2.078 0.910
H -3.414 1.501 2.402
H -2.055 0.111 5.665
H 1.960 -3.277 -2.405
H 0.864 -1.932 4.087
H 0.980 4.200 1.060
H 3.052 0.754 1.454
H 3.051 -2.794 4.378
H 0.756 3.402 -4.746
H 2.561 -4.170 3.395
H -3.449 -1.819 4.351
H 4.094 -1.708 2.578
H 2.078 -2.917 0.620
H 0.497 -3.258 2.961
H -3.317 0.099 0.350
H -3.850 4.036 3.182
H -2.367 4.942 0.090
H -0.048 0.229 4.402
H 4.778 -0.262 -3.605
H 2.443 0.904 3.098
H 1.177 0.600 -1.473
H 2.833 -1.318 0.543
H -2.106 3.863 3.331
H -0.965 1.442 3.504
H -0.275 2.510 -2.681
H -2.333 3.533 -1.962
H 1.189 1.874 -6.669
H 0.443 3.447 2.568
H 3.090 3.043 1.127
H 2.829 3.233 2.855
H -1.746 -2.145 4.686
H -3.052 0.590 4.293
H -1.813 -2.433 2.305
H 4.152 -3.314 1.841
*
```

Output
HOMO level = -1.6981 eV
orbital gap = 0.1957 hartree
LUMO energy = 3.63 eV

***

[3]
Formula: C20H15BrN4OS
Source: the OMol25 dataset
Level of theory: ωB97M-V/def2-TZVPD

```
! RIJCOSX wB97M-V def2-TZVPD def2/J DEFGRID3
* xyz 0 1
Br 0.991 4.036 8.634
S 1.854 2.045 0.852
O -0.689 -1.059 3.617
N -0.316 -1.261 0.814
N 0.005 -1.655 -2.767
N 1.264 1.677 2.408
N -0.471 0.691 4.806
C 0.404 -0.073 1.106
C 0.042 4.720 6.002
C -0.918 -1.508 -0.525
C -0.270 0.092 3.606
C 0.502 0.619 2.413
C 0.887 -1.576 -4.938
C 1.890 -3.102 -3.292
C 1.879 -3.689 -2.013
C 0.898 -2.121 -3.650
C -0.424 4.405 4.742
C 1.911 -1.881 -5.842
C -0.274 2.035 5.156
C 2.875 -3.431 -4.230
C 0.956 -3.154 -1.095
C 2.904 -2.804 -5.446
C 0.336 3.668 6.886
C 0.033 -2.146 -1.510
C 0.223 2.327 6.429
C -0.610 3.089 4.306
C 1.109 0.570 0.166
H 1.127 0.250 -0.879
H -1.238 -0.489 -0.910
H 0.917 -3.525 -0.077
H 3.674 -4.114 -4.040
H -1.828 -2.129 -0.394
H 0.064 -0.899 -5.221
H 0.467 1.518 7.138
H -0.838 -1.669 1.612
H 3.719 -3.000 -6.108
H -0.985 2.886 3.286
H 0.155 5.735 6.292
H -0.774 0.062 5.526
H -0.622 5.232 4.065
H 2.611 -4.402 -1.686
H 1.957 -1.401 -6.823
*
```

Output
HOMO level = -8.3402 eV
ΔE to the lowest compared entry with this formula, charge and spin = 47.5 kJ/mol
SMILES string = O=C(Nc1cccc(Br)c1)c1nscc1NCc1ccc2ccccc2n1
orbital gap = 0.3039 hartree
LUMO energy = -0.07 eV

***

[4]
Formula: C29H36BrCaCl5F9N4O5S2
Source: the OMol25 dataset
Level of theory: ωB97M-V/def2-TZVPD

```
! RIJCOSX wB97M-V def2-TZVPD def2/J DEFGRID3
* xyz 1 1
Br -4.154 -4.788 -2.036
Ca 2.151 2.822 -4.289
Cl 2.535 6.111 -5.987
Cl 4.834 7.831 -6.331
Cl -0.301 -5.391 5.013
Cl 3.553 6.662 -8.637
Cl 2.219 8.737 -7.144
S 1.977 -0.037 -4.190
S 5.717 1.791 -0.024
F 4.689 1.411 1.125
F 6.322 2.906 0.924
F 5.161 0.649 -0.981
F 6.787 2.199 -1.127
F 6.734 0.747 0.564
F 4.921 4.248 -0.532
F 2.780 3.338 0.822
F 2.378 3.783 -1.254
F 4.586 2.862 -2.143
O -1.989 -2.500 0.023
O -5.998 -4.969 2.588
O -3.385 -4.001 -0.568
O -1.811 2.409 0.528
O -1.859 0.216 1.136
N -2.301 -3.316 -1.050
N -0.319 -1.491 1.277
N 0.957 -0.798 -0.910
N -0.908 -3.037 4.071
C 0.838 1.639 -0.577
C -3.698 1.143 -0.096
C -4.835 -4.401 1.998
C -2.365 1.349 0.531
C 0.999 -3.029 -1.852
C 2.376 1.532 -0.693
C -3.975 -0.019 -0.806
C -4.679 2.119 0.061
C 3.017 2.880 -0.411
C 0.285 0.655 2.157
C 1.647 0.426 2.348
C -5.230 -0.222 -1.367
C -0.584 -2.412 0.135
C 1.326 -2.592 -3.301
C -1.426 -2.207 4.683
C 3.293 7.348 -7.036
C 2.541 -1.640 -3.422
C -5.933 1.922 -0.490
C 0.091 0.293 -0.414
C -0.473 -0.008 0.999
C -0.104 -3.793 0.638
C 0.098 -1.966 -1.196
C 4.510 3.019 -0.800
C -6.202 0.750 -1.184
C 2.349 1.025 3.382
C 1.703 1.875 4.263
C -0.350 1.479 3.079
C -2.122 -1.220 5.505
C 0.338 2.085 4.116
H 1.916 -3.189 -1.280
H -0.730 0.307 -1.136
H -7.187 0.565 -1.599
H 0.475 -3.976 -1.966
H 0.456 -2.136 -3.770
H -2.809 -0.642 4.888
H 1.660 -1.042 -0.220
H 1.571 -3.491 -3.870
H 2.919 -1.352 -2.444
H 0.972 -3.800 0.838
H -4.595 -3.444 2.474
H 2.243 2.372 5.059
H 2.824 0.741 -0.104
H -0.656 -1.723 -1.944
H -0.340 -4.575 -0.076
H -3.210 -0.778 -0.922
H -5.038 -4.232 0.948
H -5.813 -5.118 3.519
H -3.987 -5.084 2.096
H 2.628 1.314 -1.736
H 2.218 -0.239 1.702
H 0.490 2.073 -1.521
H 3.326 -1.986 -4.089
H -1.038 -1.711 1.989
H -1.399 -0.547 5.963
H 1.227 0.575 -3.229
H -0.631 -4.019 1.572
H -6.697 2.674 -0.342
H 3.408 0.820 3.475
H 0.613 -1.711 1.626
H -2.686 -1.723 6.289
H -4.434 3.007 0.632
H -5.408 -1.145 -1.901
H -1.410 1.667 2.981
H 0.602 2.378 0.187
H -0.188 2.743 4.796
*
```

Output
HOMO level = -7.6888 eV
orbital gap = 0.0537 hartree
LUMO energy = -6.23 eV

***

[5]
Formula: C15H34CdO15
Source: the OMol25 dataset
Level of theory: ωB97M-V/def2-TZVPD

```
! RIJCOSX wB97M-V def2-TZVPD def2/J DEFGRID3
* xyz 0 1
Cd -1.635 -2.638 -2.375
O -3.858 4.708 4.219
O 5.926 -1.472 2.651
O 2.998 3.330 -5.516
O -3.731 3.224 2.546
O 4.157 -2.470 1.764
O -2.441 -1.433 2.443
O 0.891 3.097 -4.838
O 2.300 1.392 -4.617
O 3.037 1.457 2.713
O -4.918 0.373 -1.864
O -0.986 -3.885 -0.858
O 4.711 -0.486 1.001
O -2.158 -0.796 -1.750
O -2.430 -0.464 -4.790
O -2.771 2.761 4.490
C 5.031 -1.462 1.875
C 3.456 -0.763 0.413
C -1.373 0.083 -1.016
C 2.163 2.656 -5.037
C 1.039 0.807 -4.246
C -3.503 3.663 3.803
C 0.749 1.946 2.929
C 0.082 2.015 -4.426
C 3.331 -2.284 0.629
C -0.243 -4.197 0.268
C -2.705 1.517 3.751
C -0.087 -0.481 -0.385
C 0.994 -5.031 -0.115
C 2.092 2.533 2.533
C -2.999 2.010 2.349
H -0.821 -4.834 0.950
H -0.281 -0.798 0.642
H -3.490 1.238 1.763
H 0.861 -0.016 -4.932
H 3.467 -0.341 -0.591
H 2.141 2.942 1.519
H -0.244 2.282 -3.419
H 1.625 -5.309 0.740
H 3.745 -2.798 -0.244
H 0.685 -5.995 -0.515
H 0.705 0.265 -0.375
H 1.639 -4.439 -0.767
H -5.315 0.705 -2.678
H 1.039 0.502 -3.204
H -3.965 0.325 -2.045
H -3.353 -0.571 -4.530
H 0.099 -3.268 0.750
H 0.238 -1.401 -0.887
H 0.496 1.042 2.384
H -0.747 1.804 -5.095
H -3.446 0.874 4.222
H 0.901 1.657 3.979
H 2.399 3.362 3.177
H -1.975 -1.688 1.638
H -1.693 1.154 3.901
H -1.065 0.981 -1.571
H 3.782 1.710 2.153
H -3.196 -2.033 2.486
H -0.090 2.623 3.110
H 2.292 -2.600 0.653
H -2.155 0.353 -4.359
H 2.595 -0.291 0.898
H -2.076 2.337 1.868
H -1.916 0.514 -0.167
*
```

Output
HOMO level = -9.7938 eV
orbital gap = 0.2603 hartree
LUMO energy = -2.71 eV

***

[6]
Formula: C34H44BF3N9S2Si2TeV
Source: the OMol25 dataset
Level of theory: ωB97M-V/def2-TZVPD

```
! RIJCOSX wB97M-V def2-TZVPD def2/J DEFGRID3
* xyz -1 4
Te -0.490 1.570 0.683
V -1.236 -0.914 -0.270
S -4.939 -0.885 -0.731
S -5.286 1.842 0.694
Si 1.211 4.087 -0.113
Si -0.260 1.692 4.157
F 7.883 -1.069 -2.654
F 6.776 -0.761 -4.491
F 6.858 -2.723 -3.585
N -2.360 -1.485 1.337
N -2.312 0.418 -1.313
N 0.224 -0.591 -2.255
N -2.067 -2.497 -1.357
N 0.074 -2.287 0.407
N -2.275 -3.696 -0.747
N -0.248 -3.563 0.692
N -2.511 -2.816 1.588
N -3.274 1.269 -0.707
C 1.903 -3.518 0.143
C 1.536 2.171 4.400
C -2.955 -3.934 -2.832
C 1.357 -2.222 0.080
C 3.306 -0.211 -2.319
C -1.829 0.814 -2.442
C 5.527 -1.103 -2.511
C -2.477 -2.638 -2.614
C 4.254 -1.453 -0.513
C 0.645 -0.096 -1.045
C -6.510 0.809 1.520
C -1.177 2.351 5.652
C 6.753 -1.405 -3.312
C -0.586 0.137 -4.449
C 0.228 -0.761 -5.100
C -0.977 2.465 2.630
C -0.717 0.170 -3.070
C 0.833 -1.689 -2.940
C 2.672 5.228 0.169
C 1.467 2.469 0.832
C 5.431 -1.610 -1.222
C -2.807 -4.567 -1.612
C -3.275 -2.984 2.676
C 1.102 3.625 -1.917
C 3.150 -0.809 -1.076
C -3.632 -1.743 3.164
C -3.024 -0.838 2.291
C 0.858 -1.745 -4.287
C -0.301 5.093 0.310
C 1.813 -0.821 -0.338
C 4.481 -0.372 -3.046
C -4.370 0.668 -0.342
C 0.840 -4.327 0.530
C -0.333 -0.168 4.200
B -1.795 -3.886 0.718
H -6.308 0.783 2.590
H -1.215 4.498 0.250
H 2.763 5.479 1.233
H 1.692 3.245 4.237
H -3.513 -3.976 3.029
H 0.367 2.824 -2.045
H -3.030 0.243 2.314
H 2.908 -3.835 -0.083
H -6.428 -0.192 1.090
H 1.846 1.938 5.425
H 1.378 -2.581 -4.742
H -1.234 0.804 -5.011
H -2.073 2.488 2.668
H -7.510 1.201 1.337
H -0.771 1.935 6.583
H 4.560 0.044 -4.042
H 2.063 3.256 -2.297
H 2.504 0.394 -2.726
H -0.644 3.508 2.567
H 4.180 -1.849 0.495
H 2.211 1.867 0.300
H 0.791 4.475 -2.535
H -0.377 5.910 -0.417
H 0.327 -0.549 4.988
H 1.301 -2.436 -2.323
H -0.018 -0.598 3.243
H -2.244 2.102 5.606
H -3.356 -4.341 -3.746
H -1.094 3.444 5.706
H -3.041 -5.573 -1.300
H 0.288 -0.797 -6.178
H 2.200 1.627 3.718
H 2.551 6.166 -0.388
H 0.796 -5.393 0.695
H 1.757 2.580 1.877
H -2.359 1.594 -2.984
H -0.249 5.540 1.311
H -4.252 -1.526 4.018
H -1.344 -0.531 4.402
H -2.010 -5.005 1.113
H 6.273 -2.134 -0.781
H -2.427 -1.813 -3.306
H 1.962 -0.274 0.596
H 3.614 4.764 -0.148
*
```

Output
HOMO level (alpha / beta) = -3.3530 / -3.8276 eV
ΔE to the lowest compared entry with this formula, charge and spin = 0.0 kJ/mol
orbital gap (alpha / beta) = 0.2042 / 0.2214 hartree
LUMO energy (alpha / beta) = 2.20 / 2.20 eV